(1)
39
Properties=species:S:1:pos:R:3:forces:R:3 method="wB97M-V/def2-TZVPD" charge=-1 orbital_gap_ev=5.9582 e_lumo_ev=1.860 homo_ha=-0.151 de_lowest_kj_mol=0.0
Te -4.496 0.112 0.642 0.08 0.08 -0.08
C -4.306 0.684 -2.728 0.08 -0.12 -0.02
Au -0.174 -0.009 -0.247 0.11 -0.04 -0.24
C 1.820 -0.060 0.397 -0.05 -0.13 -0.04
C 2.285 0.834 1.330 -0.05 0.04 0.02
C -2.427 -0.716 -2.091 -0.01 0.04 -0.02
C 3.608 0.791 1.825 0.02 -0.02 -0.02
Te -2.966 -1.529 2.180 -0.06 -0.03 0.08
H 3.921 1.519 2.565 0.00 0.00 0.01
H 1.623 1.606 1.707 -0.01 0.00 0.00
H -4.586 4.810 -0.641 0.01 0.00 -0.02
C 4.571 -2.980 -1.033 -0.01 0.00 0.00
H 2.940 -3.640 -2.296 0.00 0.00 0.00
C -4.054 3.870 -0.724 0.03 -0.05 0.06
C 4.075 -1.092 0.406 0.02 0.01 0.01
C -3.921 1.665 -1.735 -0.12 0.19 -0.01
H -5.139 0.927 -3.377 -0.01 -0.01 0.00
I -1.536 1.993 1.990 -0.11 0.10 0.39
Te -0.280 2.510 -1.161 -0.09 -0.10 0.06
H 5.976 -2.105 0.309 0.00 0.00 0.00
C -2.211 2.387 -0.023 0.10 0.10 0.03
Te -0.918 -2.403 0.659 0.16 0.06 -0.04
C 4.488 -0.152 1.381 -0.02 0.00 -0.01
C -2.941 1.228 -0.681 -0.37 -0.26 -0.01
H -5.245 3.155 -2.420 -0.01 0.00 0.01
C -2.066 0.096 -1.079 0.19 0.04 0.07
C -2.992 3.641 0.063 0.00 0.08 -0.20
H -2.658 4.393 0.764 0.06 0.01 -0.03
C -4.479 2.898 -1.699 0.12 -0.11 0.05
C 2.745 -1.040 -0.089 -0.03 -0.01 -0.02
H -3.887 -1.161 -3.654 -0.01 -0.01 0.00
H 5.504 -0.195 1.758 0.00 0.00 0.00
H -1.817 -1.574 -2.345 0.01 0.01 0.00
C 4.966 -2.079 -0.086 -0.01 0.01 0.00
C 3.254 -2.931 -1.540 0.01 0.00 0.01
C -3.602 -0.452 -2.885 -0.05 0.11 -0.02
H 5.263 -3.730 -1.397 0.00 0.00 0.00
H 1.371 -1.946 -1.482 0.02 0.00 0.01
C 2.377 -1.989 -1.081 -0.02 0.01 0.00


(2)
51
Properties=species:S:1:pos:R:3:forces:R:3 method="wB97M-V/def2-TZVPD" multiplicity=3 charge=-2 orbital_gap_ev="4.5579 / 4.5031" e_lumo_ev="3.995 / 3.986" homo_ha="-0.021 / -0.019"
H 1.100 2.655 -2.635 0.00 0.01 -0.01
H -0.784 0.293 -1.819 -0.02 -0.03 0.00
H -0.391 -0.906 2.979 -0.02 0.00 0.00
H -1.572 4.189 -2.488 -0.01 0.01 0.01
H -2.136 -2.299 -2.647 -0.05 -0.02 0.00
H 0.772 4.834 -1.394 -0.01 0.02 0.01
C 0.120 -4.597 -0.512 0.00 0.11 -0.02
C -0.899 -2.426 -0.957 0.02 -0.06 -0.08
Se 2.076 1.214 -0.884 -0.01 0.01 0.07
Ni 0.031 1.130 0.586 -0.22 -0.48 0.48
H 1.798 -0.255 1.961 0.06 -0.03 -0.01
H -2.790 -0.411 -0.336 -0.01 -0.03 0.02
H 4.009 1.030 0.678 -0.01 -0.01 0.03
Se -0.831 3.270 -0.248 -0.04 0.34 -0.18
H -2.660 2.927 -1.859 -0.03 0.01 0.01
Se 0.701 2.528 2.660 -0.02 -0.10 -0.29
H -3.596 -1.951 -0.668 -0.01 0.01 0.01
C 3.442 1.889 0.327 -0.04 -0.02 -0.06
H 1.310 -4.688 1.267 0.01 0.02 0.00
C 2.246 -1.232 2.149 -0.06 0.06 -0.01
H 2.901 -1.491 1.312 0.03 -0.03 0.01
H 1.463 4.095 0.061 0.02 0.01 0.00
C -0.681 -3.754 -1.280 0.06 0.00 0.00
C 0.698 -4.051 0.631 -0.04 0.00 0.03
H 0.594 -1.551 4.301 0.01 -0.02 -0.02
C -1.810 -1.611 -1.856 -0.04 0.03 0.07
H 1.624 -3.182 2.740 0.01 -0.04 0.02
Se -4.247 3.254 0.995 0.09 -0.01 -0.10
C -1.104 -0.445 -2.556 0.07 -0.03 0.00
C -0.294 -1.845 0.221 -0.16 0.05 -0.11
H -1.160 -4.147 -2.174 -0.01 0.01 -0.01
C -3.062 -1.114 -1.123 0.02 0.04 -0.05
C -1.621 3.201 -2.031 -0.03 -0.06 0.02
H 2.631 3.337 -2.086 -0.01 0.02 -0.01
C 1.145 -2.286 2.326 -0.01 0.08 -0.03
H -1.142 2.455 -2.662 -0.01 0.01 0.01
C 0.112 -1.798 3.349 0.02 -0.01 -0.02
H -0.644 -2.566 3.527 0.01 -0.01 0.02
H 2.963 2.379 1.171 0.02 0.03 0.01
Se -1.506 2.109 3.360 0.01 -0.14 0.12
C 0.922 3.890 -0.863 -0.02 -0.02 -0.01
H -1.784 0.042 -3.263 0.00 0.00 -0.01
H -3.741 -0.604 -1.815 0.00 -0.01 -0.01
C 0.512 -2.735 1.021 0.08 -0.14 0.08
H -0.223 -0.796 -3.102 -0.01 0.00 -0.01
H 0.285 -5.631 -0.792 -0.01 0.00 0.01
N -0.519 -0.588 0.561 0.40 0.31 0.00
H 4.096 2.572 -0.214 0.03 -0.01 0.01
Se -2.884 3.900 2.773 -0.07 0.18 0.03
H 2.851 -1.148 3.059 -0.01 -0.01 -0.02
C 1.679 2.918 -1.750 0.00 -0.04 0.03


(3)
6
Properties=species:S:1:pos:R:3:forces:R:3 method="wB97M-V/def2-TZVPD" orbital_gap_ev="6.9879 / 7.2745" e_lumo_ev="-2.735 / -2.720" homo_ha="-0.357 / -0.367" de_lowest_kj_mol=573.2
C 0.246 0.067 0.449 1.31 -1.89 -1.18
H 1.028 0.529 -0.076 1.22 1.39 -0.65
H -0.504 0.705 0.719 -1.68 1.88 1.52
H -1.296 0.097 -1.971 1.41 -1.37 2.11
O -0.254 -0.924 -0.343 -2.06 0.08 -2.73
H 0.780 -0.475 1.222 -0.21 -0.10 0.92


(4)
101
Properties=species:S:1:pos:R:3:forces:R:3 method="wB97M-V/def2-TZVPD" charge=+1 orbital_gap_ev=7.2186 e_lumo_ev=-4.108 homo_ha=-0.416
O -3.223 -0.062 8.255 -0.05 -0.06 -0.05
N -4.418 -5.573 -5.530 -0.06 0.09 0.02
H 2.609 3.522 -6.310 0.05 0.01 0.04
C -2.204 -8.988 -6.630 -0.01 0.02 0.01
O -5.488 -5.402 -6.066 -0.03 0.01 -0.03
H 3.378 0.953 -3.529 -0.14 0.06 -0.01
C 1.190 0.275 0.839 0.47 0.04 -0.29
C 2.376 2.489 -6.047 -0.02 0.01 -0.27
C -1.960 -0.155 4.872 0.02 -0.06 0.00
H 1.993 2.004 -6.941 -0.08 -0.08 0.11
H 5.622 1.727 0.897 0.04 0.05 0.04
H 0.347 -0.089 1.421 0.01 -0.03 0.02
H -0.412 3.010 -1.204 -0.05 -0.18 -0.17
H 5.033 3.338 1.295 -0.01 -0.02 0.17
H -5.002 -2.679 -0.596 0.00 0.00 0.01
H 3.964 -0.212 -4.695 -0.02 0.01 -0.02
O 4.220 5.856 -3.005 0.05 -0.39 0.27
N 2.292 2.483 0.570 -0.15 0.27 0.40
C 1.252 4.683 0.034 0.09 -0.08 -0.12
C 0.046 3.383 9.438 -0.02 -0.01 -0.01
C -3.425 -1.294 -0.992 -0.10 0.01 0.07
C 3.257 0.603 -4.557 0.14 -0.11 0.02
H -3.336 3.580 9.556 -0.03 -0.06 -0.02
O -3.949 -4.824 -4.687 0.05 -0.15 -0.06
C -1.709 -8.131 -5.656 -0.03 -0.03 -0.05
H 1.534 5.732 0.088 -0.11 0.00 0.10
H -0.184 0.800 4.117 0.04 -0.01 0.02
O -0.340 -4.783 4.854 -0.01 -0.02 0.01
C -3.636 -6.758 -5.918 0.03 -0.06 -0.01
C -2.249 -1.098 -1.698 0.00 -0.10 0.02
H -0.863 0.303 8.353 -0.08 -0.01 -0.01
H -2.053 -6.331 -4.536 -0.07 0.04 0.00
H 3.112 4.382 1.053 0.07 -0.17 0.02
N 0.440 2.811 -3.083 -0.07 0.22 0.09
H 4.976 1.662 -6.964 0.02 -0.02 -0.05
C -2.349 3.173 9.395 -0.03 0.12 0.04
H 1.703 3.923 1.988 0.13 -0.08 0.05
C -4.147 -7.595 -6.892 -0.06 -0.07 -0.09
H -4.084 -4.425 -2.080 -0.02 0.00 -0.04
C -1.837 -2.541 5.151 -0.11 -0.02 0.03
C 3.477 5.502 -1.937 0.02 0.22 0.05
C 1.360 4.201 -1.386 -0.01 0.19 -0.10
C 4.742 2.291 1.210 -0.04 0.02 -0.30
H -0.764 -8.342 -5.176 0.00 0.00 0.01
O -1.992 0.997 -0.775 -0.06 0.04 -0.02
N 0.224 -3.751 4.557 0.01 -0.01 -0.01
C -1.715 -2.065 -2.537 0.08 -0.05 -0.08
H -0.796 -1.881 -3.073 0.01 0.06 0.04
C -3.565 -3.484 -1.970 0.03 0.00 0.01
H 3.173 4.285 -4.268 -0.04 -0.03 -0.06
H 5.035 6.253 -2.660 -0.12 0.28 -0.07
C 2.364 4.552 -2.305 -0.06 -0.19 -0.44
H 0.928 3.976 9.637 0.00 0.00 0.01
C -3.418 -8.719 -7.248 0.06 0.00 0.04
H -3.802 -9.387 -8.007 -0.01 0.00 -0.01
N -3.394 1.077 8.641 0.04 0.01 0.01
H 4.424 1.911 2.179 -0.01 0.06 0.05
O 4.214 1.135 -6.710 -0.14 0.04 0.00
C -1.215 3.926 9.651 0.06 -0.04 -0.02
H -2.283 -3.482 5.436 0.06 -0.04 -0.02
C 2.152 3.873 0.997 0.00 0.39 0.00
C -0.537 -2.494 4.684 -0.03 0.05 0.01
O -4.476 1.601 8.799 -0.02 0.00 -0.01
H 0.922 0.457 -0.201 -0.11 -0.02 0.08
C 2.385 4.007 -3.588 0.03 0.04 0.25
H 3.920 2.636 -0.762 -0.10 0.11 0.01
C 0.403 3.321 -1.844 0.12 0.21 0.29
H 1.094 -1.305 3.962 0.01 -0.06 0.02
H -0.283 2.150 -3.352 0.12 -0.21 0.05
C -2.426 -7.003 -5.294 0.10 0.00 0.07
C 1.737 1.529 1.476 0.14 -0.29 -0.14
C -0.948 1.317 8.714 0.11 -0.07 -0.04
O -0.512 0.353 -2.178 -0.16 -0.13 -0.22
C 0.178 2.081 8.972 -0.02 0.07 0.02
C 3.600 1.701 -5.560 0.22 0.10 0.16
O 3.690 5.897 -0.825 0.07 -0.19 -0.16
H 4.313 2.384 -5.088 -0.01 -0.01 0.02
H 1.972 -0.489 0.835 -0.09 -0.08 0.13
H 3.614 1.045 -0.119 -0.05 0.04 -0.05
H 0.208 4.593 0.337 -0.02 -0.03 0.00
C -2.192 1.881 8.929 0.06 0.04 0.01
C 1.403 3.103 -3.970 0.04 0.14 0.12
H 1.160 1.659 8.809 0.00 -0.01 0.00
H -3.567 -1.368 5.612 0.01 -0.01 0.04
C 0.075 -1.310 4.318 0.09 0.10 -0.07
C -2.385 -3.267 -2.672 -0.01 0.12 0.18
H -2.525 0.765 4.941 0.00 0.01 0.03
O 1.269 2.479 -5.118 0.01 0.00 -0.04
C -4.083 -2.503 -1.135 0.03 -0.04 -0.03
H -1.316 4.938 10.018 -0.01 0.00 0.01
H 2.248 0.212 -4.675 0.01 -0.04 -0.08
H -1.989 -4.032 -3.321 -0.02 -0.02 -0.05
C 3.650 2.104 0.155 0.05 -0.53 -0.18
N -1.547 0.166 -1.539 0.11 0.13 0.10
C -0.649 -0.132 4.412 -0.10 0.08 -0.01
H -1.643 -9.870 -6.907 0.01 0.00 -0.01
H -3.817 -0.522 -0.346 0.06 0.04 -0.01
O 1.706 1.702 2.667 -0.35 0.27 0.14
O 1.368 -3.677 4.154 0.01 -0.01 -0.01
C -2.551 -1.356 5.245 0.02 0.06 -0.03
H -5.093 -7.375 -7.362 -0.01 0.06 0.05


(5)
12
Properties=species:S:1:pos:R:3:forces:R:3 method="wB97M-V/def2-TZVPD" smiles="C/C(O)=C/N" orbital_gap_ev=8.2473 e_lumo_ev=0.449 homo_ha=-0.287 de_lowest_kj_mol=386.7
H -1.206 0.974 -0.838 0.07 0.04 0.24
C 0.495 -0.126 -0.134 -0.58 0.69 -1.39
C 1.437 0.953 0.262 0.03 -0.01 0.36
N -1.885 -0.723 0.199 -0.51 -0.57 -0.15
H -2.064 -0.347 1.125 0.21 -0.11 -0.12
H 1.477 1.702 -0.535 -0.02 -0.11 -0.01
O 0.948 -1.320 -0.416 -1.58 -0.71 -0.38
H 2.441 0.577 0.454 -0.05 -0.01 -0.13
H 1.062 1.465 1.154 0.06 -0.05 -0.11
C -0.862 -0.012 -0.530 0.21 1.12 0.72
H -0.071 -1.417 -0.989 2.26 -0.39 0.93
H -1.772 -1.726 0.247 -0.11 0.12 0.04


(6)
88
Properties=species:S:1:pos:R:3:forces:R:3 method="wB97M-V/def2-TZVPD" multiplicity=5 orbital_gap_ev="5.2335 / 5.4837" e_lumo_ev="-0.121 / -3.097" homo_ha="-0.197 / -0.315" de_lowest_kj_mol=0.0
H 1.700 -0.032 1.698 0.00 0.35 -0.38
H -1.775 -3.237 0.283 -0.09 0.27 -0.14
H -2.570 -1.695 0.486 -0.07 -0.15 -0.24
H 1.852 -2.535 -3.135 -0.18 0.20 -0.13
C -3.824 -1.644 -2.710 0.22 -0.07 0.05
C 2.609 -0.371 -4.832 0.11 -0.09 -0.03
C 3.215 3.765 -0.438 0.02 -0.26 0.22
C 1.480 0.746 0.946 1.93 0.43 1.41
H -5.670 3.993 3.153 0.09 0.09 0.10
H 0.144 -2.542 -3.608 0.26 0.19 -0.02
C 1.035 -1.901 -3.512 0.05 -0.17 -0.19
H -3.593 -2.438 -3.432 -0.03 0.02 0.02
H -3.313 3.220 4.988 -0.23 -0.13 -0.23
H 1.682 -2.199 -5.543 -0.04 0.16 -0.02
H -4.392 5.130 3.630 -0.06 -0.12 0.02
C -2.505 -0.972 -2.299 -0.10 0.17 0.01
H 0.557 -0.856 -5.334 0.11 -0.05 0.07
C 2.249 2.801 -0.183 0.07 0.27 -0.04
H 3.426 1.238 -3.627 -0.13 -0.05 -0.08
C 3.727 1.739 1.444 -0.48 0.08 -0.35
C 1.396 -5.042 -0.164 -0.07 -0.01 0.24
C 2.458 -2.284 -0.175 0.32 -0.09 0.06
Cl -0.755 1.942 -1.700 -0.41 0.42 -0.20
H 3.456 -4.932 -0.781 -0.04 0.06 0.05
H -1.496 3.754 6.508 0.08 0.05 -0.05
C 4.430 3.734 0.255 0.06 -0.12 -0.04
H -2.254 4.911 4.376 0.38 -0.06 -0.05
H -4.586 2.152 4.378 0.06 0.17 0.16
C -2.388 -2.492 -0.248 -0.18 0.10 0.17
H 2.823 -3.278 1.704 0.02 0.01 -0.10
C 2.876 -4.773 0.138 0.00 -0.07 -0.14
H -5.436 -2.831 -1.910 -0.01 0.11 0.07
C 0.957 -2.549 -0.215 -0.73 0.50 0.28
H -4.246 -3.473 0.229 0.03 0.00 -0.13
C 0.808 -0.730 -2.562 -0.51 0.20 0.65
C 2.482 0.691 -3.734 -0.10 0.00 0.04
H 2.680 -1.282 0.216 -0.01 -0.29 -0.14
H 2.915 -0.607 -2.068 -0.15 0.20 -0.11
H 5.196 4.480 0.041 -0.18 -0.18 0.12
C 4.676 2.715 1.193 -0.10 0.13 -0.14
C -1.635 -1.913 -1.455 0.28 -0.14 -0.05
P -0.028 -1.123 -0.930 0.43 -0.84 -1.03
H 1.305 -5.954 -0.768 0.02 0.07 0.15
C -1.890 2.914 2.809 0.80 0.09 -0.49
H 4.238 -3.181 0.654 -0.11 -0.02 0.07
H 3.231 -5.516 0.862 0.03 0.09 -0.13
C -4.587 -2.253 -1.532 0.05 0.12 0.10
C 2.105 0.059 -2.393 0.13 0.29 0.01
C -4.938 4.231 3.932 -0.14 0.14 0.15
H 3.533 -0.942 -4.663 -0.09 0.05 0.01
H -1.059 5.473 6.452 0.12 -0.15 -0.04
H 3.020 4.529 -1.192 0.08 -0.14 0.24
H 0.853 -5.233 0.772 0.09 0.08 -0.08
C 2.467 1.757 0.755 0.06 -0.17 -0.07
H -3.466 -4.067 -1.236 -0.05 0.03 0.02
H -4.448 -0.911 -3.230 0.03 -0.11 0.02
H 2.859 -2.339 -1.197 -0.09 0.03 0.23
H 1.113 -3.853 -1.931 -0.11 -0.04 0.30
H -3.712 2.589 2.076 0.04 0.06 0.69
C -3.705 -3.157 -0.669 0.19 0.01 -0.12
H -0.537 5.212 3.973 -0.34 -0.01 0.18
C 0.708 -3.898 -0.911 -0.04 -0.08 -0.21
C -4.006 3.055 4.157 0.38 -0.52 -0.66
H -1.970 -0.671 -3.213 -0.09 -0.05 0.29
H -5.485 4.456 4.856 0.03 -0.02 -0.17
H 2.718 0.118 -5.807 0.05 -0.10 0.09
H 0.174 4.230 6.136 -0.18 0.02 0.02
H 1.301 2.821 -0.723 0.38 0.06 0.16
Pt -0.434 0.771 0.341 -1.40 0.18 -1.42
H 0.566 -2.569 0.817 0.19 -0.23 -0.11
N -1.138 3.178 3.931 1.04 0.48 0.11
H 5.632 2.692 1.716 -0.21 -0.01 -0.09
H -0.360 -4.126 -1.015 0.28 0.02 0.12
H 1.713 1.428 -4.006 0.08 -0.11 0.05
H -2.692 -0.041 -1.745 -0.07 -0.23 -0.07
H -0.161 2.914 3.796 -0.32 -0.12 0.22
H 3.908 0.934 2.156 0.06 0.19 -0.10
N -3.207 2.750 2.949 -2.42 -0.37 -0.03
H -4.995 -1.445 -0.911 0.04 -0.05 -0.03
C 1.431 -1.355 -4.891 -0.13 0.07 0.01
S -1.257 2.981 1.217 1.02 -0.47 0.09
C -0.879 4.495 5.991 0.01 0.17 0.14
H 1.995 0.827 -1.619 0.04 -0.20 -0.31
C 3.157 -3.361 0.662 -0.11 0.02 0.11
H 0.073 -0.043 -3.009 0.22 -0.16 -0.03
Cl -0.965 -0.568 2.173 -0.42 -0.33 0.93
H -1.340 -2.753 -2.110 -0.05 0.24 0.18
C -1.228 4.545 4.517 0.25 -0.07 -0.29